A molecular structure, C18H18ClF5N6O, computed with ωB97M-V with the def2-TZVPD basis set.

Last column: Löwdin charge in e.
Positions of all 49 atoms, in Å:
C -4.087529 -0.209523 3.327833  -0.073
N -3.481421 -0.041724 1.891636  -0.115
H -2.772786 -0.653396 1.681417  0.046
C -4.612839 -0.140815 0.849188  -0.188
C -4.083595 0.183924 -0.619143  -0.026
C -3.870597 1.781046 -0.395421  -0.077
H -4.759628 2.305145 -0.660027  0.111
H -3.630199 2.213502 0.455221  0.046
O -2.798913 2.254386 -1.400645  -0.078
C -1.448677 1.881044 -0.948220  -0.196
C -1.184683 1.579103 0.310892  -0.007
C 0.098272 1.197604 0.433746  0.026
C 1.236847 1.141804 -0.505690  -0.126
C 0.840753 1.986629 -1.562718  -0.222
C -0.503273 2.178202 -2.014459  0.159
H -0.831275 2.593819 -2.710638  0.004
F 1.792884 1.950060 -2.490163  0.082
C 2.580745 0.939421 0.012574  -0.109
C 3.180854 -0.209655 -0.057431  -0.109
N 4.317004 -0.425085 0.562330  -0.047
N 4.968597 -1.624381 0.524445  0.160
C 6.075120 -1.118080 1.202649  -0.179
N 6.338407 0.224002 1.219169  0.149
C 5.117528 0.648905 0.958167  -0.207
N 4.753568 2.016795 0.438865  0.144
C 3.609713 2.042169 0.271061  -0.927
Cl 2.998205 3.454746 0.198060  1.000
H 7.013038 -1.743112 1.252743  0.120
N 2.329831 -1.507146 -0.153643  0.194
C 1.440021 -1.685011 -1.213953  -0.314
C 1.978756 -2.247079 -2.567184  0.033
H 1.160717 -2.507640 -3.394380  0.140
H 2.385918 -3.297532 -2.223654  0.130
H 2.751185 -1.892430 -2.963661  -0.024
H 0.960487 -0.737009 -1.555933  0.163
C 0.285497 -2.262694 -0.667046  -0.660
F -0.319954 -1.854390 0.160801  0.398
F 0.633310 -3.652084 -0.015814  -0.056
F -0.737689 -2.618763 -1.600901  0.065
H 2.859449 -2.163264 0.029291  -0.003
F 0.619039 0.491342 1.884007  -0.152
H -1.986635 1.223534 1.299175  0.217
H -3.280764 -0.222425 -0.643023  -0.009
H -4.862898 -0.013073 -1.237753  0.086
H -5.186306 -1.063696 0.695230  0.113
H -5.330915 0.486871 1.166663  0.055
H -3.218114 -0.282650 3.979337  0.056
H -4.544998 -1.303811 3.426329  0.105
H -4.792057 0.702412 3.370656  0.101

Atoms 1-3, force components in eV/Å:
0.2 -1.4 -2.8
-4.6 1.4 0.7
1.8 -2.2 -0.2

## Properties
HOMO level = -9.13 eV
total energy = -2059.4250 Eh
net charge = 0
Kohn-Sham gap = 9.1431 eV
2S+1 = 1
LUMO = 0.0 eV
energy above the lowest of the compared OMol25 structures with the same formula, charge and spin = 392.4 kcal/mol

---

A single C15H16Cl2N2O3 molecule, computed with ωB97M-V with the def2-TZVPD basis set.

Last column: Löwdin charge in e.
Positions of all 38 atoms, in Å:
O -0.607707 1.212375 1.086797  0.145
C -0.826324 1.865243 0.102238  -0.495
O -1.994493 1.796403 -0.561786  0.105
C 0.109702 2.812589 -0.545277  -0.124
C 1.029884 3.616739 0.341868  -0.025
C 1.597317 2.518881 -0.483925  -0.141
C 2.065423 1.283066 0.249143  -0.439
O 2.481293 1.330900 1.386327  0.087
N 2.037709 0.122371 -0.452052  -0.041
C 1.606382 -0.066095 -1.812895  -0.110
C 0.254913 -0.817013 -1.855483  -0.117
N 0.137223 -1.701908 -0.715047  -0.086
C -0.939839 -1.601804 0.136375  -0.229
C -2.209832 -1.305543 -0.380180  -0.045
C -3.311333 -1.208931 0.446250  -0.120
C -3.192264 -1.429954 1.809340  -0.702
Cl -4.578644 -1.306744 2.830463  0.664
C -1.944969 -1.755856 2.329891  -0.681
Cl -1.762169 -2.047361 4.016311  0.694
C -0.835653 -1.838623 1.510242  -0.047
C 1.411928 -2.224245 -0.287128  -0.130
C 2.324719 -1.112614 0.256402  -0.100
H -2.591858 1.172339 -0.112526  0.106
H -0.290123 3.274016 -1.439176  0.146
H 1.224145 4.642817 0.072248  0.112
H 0.964088 3.424711 1.402593  0.122
H 2.183082 2.780680 -1.357264  0.147
H 1.506224 0.890313 -2.321530  0.119
H 2.376884 -0.648866 -2.332036  0.127
H 0.187339 -1.388094 -2.791541  0.127
H -0.557747 -0.091145 -1.834920  0.103
H -2.344718 -1.167219 -1.441486  0.116
H -4.281574 -0.978658 0.032988  0.111
H 0.113005 -2.054934 1.969676  0.102
H 1.874589 -2.692154 -1.163637  0.124
H 1.263340 -3.002259 0.460099  0.123
H 2.140650 -0.915413 1.314767  0.119
H 3.379406 -1.388008 0.133867  0.131

Atoms 1-3, force components in eV/Å:
0.1 0.1 0.2
-0.2 -0.2 0.2
-0.3 0.3 -0.3

## Properties
HOMO level = -7.91 eV
total energy = -1836.8261 Eh
net charge = 0
Kohn-Sham gap = 8.4795 eV
2S+1 = 1
LUMO = 0.6 eV
energy above the lowest of the compared OMol25 structures with the same formula, charge and spin = 0.0 kcal/mol
SMILES = O=C(O)[C@H]1C[C@H]1C(=O)N1CCN(c2ccc(Cl)c(Cl)c2)CC1

---

A molecular structure, C29H38BrGeO5Sn, computed with ωB97M-V with the def2-TZVPD basis set.

Last column: Löwdin charge in e.
Positions of all 75 atoms, in Å:
Sn -0.058275 0.102127 -0.015099  1.516
C 3.213489 2.644380 2.061212  -0.032
C 1.975492 1.767707 2.170043  -0.650
C 2.217594 0.579127 3.087946  -0.019
C 0.786225 2.584211 2.653410  -0.018
O 1.669485 1.273144 0.815372  -0.443
Ge 2.961982 0.257035 -0.235132  1.162
O 1.603593 -1.167036 0.238165  -0.419
C 1.771440 -2.627217 0.163593  -0.631
C 1.827868 -3.052473 -1.292855  -0.011
C 3.061170 -2.960485 0.896829  -0.021
C 0.587580 -3.274335 0.862198  -0.011
O 1.653936 0.541514 -1.615093  -0.431
C 1.898525 0.847540 -3.021375  -0.663
C 3.042923 -0.026063 -3.514378  -0.036
C 0.623174 0.508261 -3.777138  -0.015
C 2.251139 2.319006 -3.170349  -0.015
H 3.428836 3.098105 3.028326  0.107
H 3.064221 3.440235 1.327874  0.096
H 4.087591 2.062964 1.760932  0.072
H 2.464891 0.927985 4.090635  0.107
H 3.050781 -0.029006 2.726332  0.081
H 1.330314 -0.051236 3.145607  0.078
H 0.920915 2.829585 3.706426  0.108
H -0.143416 2.019503 2.560491  0.080
H 0.690143 3.521012 2.100849  0.084
H 2.687676 -2.604599 -1.796355  0.079
H 0.922371 -2.745048 -1.822459  0.092
H 1.918252 -4.135666 -1.365192  0.108
H 3.921531 -2.487216 0.417123  0.077
H 3.220501 -4.038052 0.886142  0.107
H 3.011835 -2.624465 1.932995  0.095
H -0.336616 -3.077194 0.314401  0.077
H 0.488464 -2.893476 1.878963  0.098
H 0.724101 -4.354407 0.904476  0.116
H 2.827487 -1.078655 -3.334512  0.074
H 3.978156 0.228094 -3.011378  0.080
H 3.186644 0.117150 -4.585836  0.107
H 0.446789 -0.568867 -3.767631  0.093
H 0.700519 0.835264 -4.814727  0.106
H -0.235724 1.007117 -3.325828  0.067
H 3.088607 2.582206 -2.521668  0.092
H 1.403680 2.955509 -2.914092  0.078
H 2.540944 2.529171 -4.200337  0.103
Br -3.857379 -3.774479 0.311624  0.812
C -3.171802 -3.396796 2.043011  -0.569
C -3.560205 -4.290386 3.032553  -0.117
C -3.149843 -4.098966 4.338956  -0.036
C -2.352258 -3.027727 4.689069  -0.046
C -1.931399 -2.141185 3.723551  -0.009
C -2.314460 -2.289518 2.378752  -0.143
C -1.712620 -1.301478 1.439141  -0.579
O -0.825973 -0.445543 1.890851  -0.110
O -1.944489 -1.253827 0.231785  -0.090
H -4.186719 -5.133275 2.779708  0.107
H -3.470694 -4.802324 5.096561  0.125
H -2.055019 -2.887766 5.719570  0.120
H -1.293183 -1.309126 3.986874  0.122
C -4.939230 1.724890 -2.952506  -0.001
C -4.455644 0.582625 -2.464734  0.008
C -3.204065 0.570534 -1.711757  0.095
C -2.489310 1.760575 -1.492923  -0.194
C -1.266193 1.886476 -0.785725  -0.045
C -0.522710 3.116516 -0.553398  -0.063
C -1.074840 4.244095 -1.054981  0.010
C -2.321943 4.176005 -1.805088  0.090
C -3.000922 2.984604 -2.012064  -0.179
C -4.214698 2.967535 -2.730356  0.112
H -5.866666 1.723124 -3.510397  0.132
H -4.996830 -0.339450 -2.630040  0.132
H -2.809645 -0.360557 -1.306572  0.093
H 0.424972 3.152369 -0.036137  0.092
H -0.566142 5.190024 -0.900880  0.132
H -2.744823 5.083423 -2.226449  0.137
H -4.602099 3.907151 -3.116906  0.138

Atoms 1-3, force components in eV/Å:
0.6 1.2 0.6
0.0 0.0 -0.2
-0.1 -0.1 0.2

## Properties
HOMO level (alpha / beta) = -13.86 / -13.86 eV
total energy = -6368.7856 Eh
net charge = +2
Kohn-Sham gap (alpha / beta) = 6.6948 / 4.6555 eV
2S+1 = 2
LUMO (alpha / beta) = -7.2 / -9.2 eV
energy above the lowest of the compared OMol25 structures with the same formula, charge and spin = 29.3 kcal/mol
<S²> = 0.7805

---

A single C22H25N3O3S2 molecule, computed with ωB97M-V with the def2-TZVPD basis set.

Last column: Löwdin charge in e.
Positions of all 55 atoms, in Å:
O 1.425022 1.743791 -2.953960  0.057
C 2.101100 1.529566 -1.969067  -0.581
C 2.411039 2.613551 -0.949670  -0.353
S 2.180070 2.059866 0.777891  0.935
C 0.421797 2.093440 0.865755  -0.485
C -0.446281 1.373489 0.094333  -0.061
N -1.733344 1.699258 0.412261  -0.053
C -2.894295 1.031433 -0.104795  -0.099
C -3.349775 -0.086388 0.856065  -0.138
N -2.253046 -0.960643 1.186207  0.058
C -1.930390 -2.021283 0.401523  -0.524
O -2.637405 -2.401278 -0.514696  0.062
C -0.667832 -2.689551 0.741402  -0.438
C -0.239791 -3.891497 0.247606  -0.102
C 1.041621 -4.251215 0.703706  -0.166
C 1.579920 -3.318461 1.532559  -0.392
S 0.533000 -1.982984 1.783482  1.043
C -1.712318 2.611978 1.434900  -0.174
C -2.752770 3.232505 2.117073  -0.019
C -2.421798 4.134622 3.105016  -0.094
C -1.089691 4.421733 3.416917  -0.095
C -0.052204 3.813256 2.748613  -0.031
C -0.360780 2.896912 1.746089  -0.179
N 2.681918 0.345958 -1.693691  0.053
C 2.509859 -0.828396 -2.513005  -0.102
C 1.311477 -1.693125 -2.059404  -0.314
C 0.009009 -1.313925 -2.771889  -0.121
C 0.035874 -2.241747 -3.984020  -0.138
C 0.674516 -3.494263 -3.388928  -0.186
O 1.559021 -3.055478 -2.366942  -0.109
H 3.460898 2.898894 -1.028304  0.082
H 1.781558 3.484219 -1.127930  0.092
H -0.234501 0.674024 -0.691412  0.118
H -3.704812 1.750442 -0.247082  0.128
H -2.636890 0.591238 -1.070871  0.132
H -3.743286 0.343751 1.779188  0.121
H -4.119107 -0.688651 0.368148  0.125
H -1.579909 -0.626359 1.858543  0.099
H -0.840412 -4.483822 -0.417875  0.122
H 1.546520 -5.155481 0.418240  0.109
H 2.536215 -3.326491 2.017307  0.065
H -3.785268 3.020914 1.881956  0.105
H -3.208214 4.632738 3.652281  0.100
H -0.878231 5.136670 4.197918  0.099
H 0.978388 4.030344 2.984527  0.105
H 3.109670 0.229974 -0.785980  0.105
H 2.366611 -0.494592 -3.542774  0.129
H 3.414284 -1.437738 -2.452449  0.131
H 1.231099 -1.605100 -0.967760  0.113
H -0.850854 -1.556313 -2.145679  0.098
H -0.012605 -0.260586 -3.043294  0.105
H 0.666692 -1.826794 -4.770683  0.113
H -0.953951 -2.437621 -4.387719  0.115
H -0.090585 -4.141787 -2.941072  0.114
H 1.249550 -4.075531 -4.114120  0.120

Atoms 1-3, force components in eV/Å:
-0.2 0.1 -0.3
0.3 0.2 0.3
-0.1 0.1 0.4

## Properties
HOMO level = -8.01 eV
total energy = -2039.7516 Eh
net charge = 0
Kohn-Sham gap = 8.3787 eV
2S+1 = 1
LUMO = 0.4 eV
energy above the lowest of the compared OMol25 structures with the same formula, charge and spin = 13.9 kcal/mol
SMILES = O=C(CSc1cn(CCNC(=O)c2cccs2)c2ccccc12)NC[C@H]1CCCO1

---

A molecular structure, C3H9Co2FN3O10P, computed with ωB97M-V with the def2-TZVPD basis set.

Last column: Löwdin charge in e.
Positions of all 29 atoms, in Å:
Co 11.678498 5.067790 -13.187326  0.710
Co 12.499060 7.854883 -12.523478  0.833
P 10.628373 6.794548 -14.511029  0.168
O 12.150943 6.732467 -14.118632  -0.444
O 9.768768 8.055473 -14.732356  -0.323
O 10.708907 6.935380 -12.968375  -0.391
O 10.145277 5.344906 -14.419812  -0.329
F 13.115075 5.977954 -11.896414  -0.488
C 14.459020 2.528436 -15.518878  0.055
N 14.296615 3.720245 -14.718221  -0.385
O 15.280448 4.189605 -14.185955  0.113
O 13.170267 4.134921 -14.460027  0.001
H 13.477542 2.088972 -15.696901  0.070
H 15.164231 1.817124 -15.088976  0.113
H 14.908195 2.973925 -16.406502  0.118
C 10.536922 2.175499 -10.178526  0.077
N 10.076211 2.889214 -11.399160  -0.387
O 8.955032 2.600789 -11.839511  0.093
O 10.832856 3.695577 -11.891015  0.007
H 11.075693 2.909059 -9.578778  0.112
H 11.076151 1.451647 -10.789585  0.114
H 9.770870 1.643364 -9.614512  0.104
C 9.138900 2.170285 -15.674128  0.064
N 10.630899 2.092946 -15.423701  -0.325
O 11.114209 2.411408 -14.306573  0.003
O 11.373564 1.981158 -16.446101  0.024
H 8.743565 3.184655 -15.620596  0.097
H 8.700467 1.641160 -14.828011  0.098
H 8.984409 1.943556 -16.729036  0.098

Atoms 1-3, force components in eV/Å:
0.6 0.1 0.9
-1.4 -2.3 -0.4
-3.9 3.6 2.9

## Properties
HOMO level (alpha / beta) = -8.00 / -7.17 eV
total energy = -4242.7546 Eh
net charge = 0
Kohn-Sham gap (alpha / beta) = 7.3224 / 6.4487 eV
2S+1 = 7
LUMO (alpha / beta) = -0.7 / -0.7 eV
energy above the lowest of the compared OMol25 structures with the same formula, charge and spin = 115.1 kcal/mol
<S²> = 12.0227

---

A gas-phase ion, C7H15N2 (charge +1), computed with ωB97M-V with the def2-TZVPD basis set.

Last column: Löwdin charge in e.
Positions of all 24 atoms, in Å:
C 1.415521 1.605176 -0.963568  0.038
C 0.440838 0.512710 -0.451453  -0.157
C 0.136001 -0.724783 -0.816012  -0.249
C 0.986478 -1.553861 -1.640927  -0.018
N -0.786975 -1.239850 0.199203  -0.091
C -0.137748 -1.886286 1.331679  0.014
C -1.422773 0.021812 0.663875  -0.134
N -0.284644 0.882219 0.834411  -0.107
C -0.653427 2.254755 0.905891  -0.095
H 0.953190 2.569527 -0.620116  0.080
H 1.320384 1.393442 -2.039532  0.097
H 2.394060 1.330870 -0.578136  0.100
H 1.485690 -2.334994 -1.043572  0.099
H 1.718923 -1.037377 -2.234141  0.091
H 0.437916 -2.190159 -2.401399  0.114
H -1.606851 -1.836935 -0.120876  0.230
H 0.711409 -1.274262 1.558531  0.107
H -0.835794 -1.909742 2.205769  0.129
H 0.250168 -2.849213 0.974405  0.117
H -2.032193 -0.189824 1.635452  0.187
H -1.917247 0.467466 -0.238844  0.161
H -1.303317 2.476793 1.756929  0.109
H 0.126093 2.959850 0.906980  0.075
H -1.395702 2.552667 0.175451  0.101

Atoms 1-3, force components in eV/Å:
-2.3 -2.1 0.0
0.0 2.8 2.9
0.8 1.1 0.2

## Properties
HOMO level = -13.10 eV
total energy = -384.9131 Eh
net charge = +1
Kohn-Sham gap = 10.1518 eV
2S+1 = 1
LUMO = -2.9 eV
energy above the lowest of the compared OMol25 structures with the same formula, charge and spin = 52.5 kcal/mol
SMILES = CC1=C(C)[N@@H+](C)CN1C